The following is a quantum chemistry calculation of a cluster of 2 separate species, C4H9O3 in total at a distorted geometry, from the Open Molecules 2025 dataset.

Properties
Energy above the lowest of the compared OMol25 structures with the same formula, charge and spin ... 89.51 kJ/mol
Calculated total energy ... -383.57244 Ha
Charge ... -1

Element x y z (Å)
C: -1.59682 0.18525 -0.98728
C: -0.49895 -0.61728 -1.71315
O: -1.98573 -0.58325 0.16909
H: -1.13352 1.04647 -0.49489
H: -2.53379 0.41672 -1.50877
H: 0.52589 -0.27597 -1.63690
H: -1.33392 -0.42004 0.92016
H: -0.64629 -0.42969 -2.78034
H: -0.60232 -1.65914 -1.33655
C: 1.87143 -0.14235 1.27731
C: 0.83288 1.04101 1.35906
O: -0.32507 0.65237 1.63507
O: 1.24782 2.21600 1.31575
H: 1.69439 -0.70188 2.20567
H: 2.90176 0.13908 1.07233
H: 1.58224 -0.86730 0.50344

natural (NBO) population analysis, charges in e, atoms 1 to 4: -0.09 -0.65 -0.81 0.21